1.
The following is a quantum chemistry calculation of a 9-piece molecular cluster, C9H36O9 overall, from the OMol25 dataset.

Output
Charge: 0
Molecular weight: 288.378 g/mol
Calculated total energy: -28340.274 eV
SMILES: CO.CO.CO.CO.CO.CO.CO.CO.CO
E_HOMO: -9.476 eV
ΔE to the lowest compared entry with this formula, charge and spin: 5.032 eV

Each line ends with the natural charge from an NBO analysis.
Cartesian coordinates (Å):
O 2.528 0.411 -0.566  -0.760
O 0.286 1.627 -4.007  -0.720
O 2.388 2.067 1.690  -0.772
O -2.499 1.336 2.764  -0.751
O -3.809 0.854 0.405  -0.744
O 0.236 -1.493 0.115  -0.783
O 0.246 -5.566 -0.096  -0.725
O -0.038 3.617 1.081  -0.749
O -0.462 -2.904 -2.235  -0.756
C 1.647 -5.367 -0.022  -0.250
C -4.970 1.646 0.545  -0.249
C 3.687 -0.428 -0.626  -0.250
C 0.918 -3.068 -2.584  -0.270
C -0.726 3.120 -0.042  -0.251
C -0.447 1.040 -2.940  -0.255
C -0.598 -0.505 0.732  -0.260
C -2.102 2.584 3.349  -0.251
C 3.283 1.630 2.692  -0.245
H 1.467 -2.410 -1.910  0.193
H -2.483 1.424 1.802  0.483
H 1.778 -0.162 -0.351  0.501
H -5.842 1.032 0.801  0.165
H -2.744 2.850 4.194  0.161
H 0.050 0.211 1.227  0.192
H 1.966 -4.421 -0.452  0.164
H 4.276 1.400 2.291  0.159
H 2.138 -6.187 -0.559  0.163
H -2.108 3.398 2.631  0.184
H -0.056 3.060 -0.901  0.169
H -1.327 -1.015 1.372  0.188
H 4.283 -0.285 0.273  0.173
H -3.930 0.152 -0.235  0.475
H 4.232 -0.197 -1.542  0.184
H -1.485 1.375 -2.904  0.164
H 1.113 -2.659 -3.582  0.180
H -0.145 -4.809 -0.541  0.471
H -0.294 1.717 -4.768  0.462
H 0.143 1.215 -2.044  0.192
H -1.122 2.389 3.796  0.169
H 3.435 -1.486 -0.743  0.169
H 3.405 2.409 3.444  0.184
H -1.637 3.646 -0.333  0.177
H -0.213 -1.934 -0.622  0.497
H 0.705 3.037 1.286  0.499
H 2.066 -5.436 0.985  0.175
H -4.864 2.303 1.403  0.197
H 2.904 0.745 3.218  0.161
H -0.480 -0.058 -3.024  0.154
H -5.210 2.187 -0.371  0.163
H -1.247 -0.003 0.001  0.165
H -1.121 2.124 0.204  0.144
H -0.967 -3.557 -2.733  0.485
H 2.447 1.430 0.948  0.498
H 1.294 -4.087 -2.517  0.181

2.
The following is a quantum chemistry calculation of C12H21AgN4OS3 as an isolated structure, from the OMol25 dataset.

Output
Charge: 0
Molecular weight: 441.396 g/mol
Calculated total energy: -57296.732 eV
E_HOMO: -7.588 eV

Each line ends with the natural charge from an NBO analysis.
Cartesian coordinates (Å):
Ag 0.161 0.400 -1.470  0.768
S 0.442 3.129 -1.068  0.233
S 2.708 0.439 -1.472  0.197
S 0.690 0.666 1.185  0.169
O -0.055 -2.036 -0.733  -0.695
N -1.837 0.695 -2.185  -0.763
N -5.542 1.836 -0.539  -0.507
N -1.830 -2.749 0.530  -0.429
N -4.208 1.252 -2.501  -0.687
C -2.520 -3.813 1.238  -0.410
C -4.896 1.551 -1.462  0.439
C 0.372 2.427 1.693  -0.520
C -0.044 -4.347 -0.183  -0.710
C 3.095 -0.316 0.130  -0.548
C -2.984 0.953 -2.359  0.597
C 2.138 3.224 -1.711  -0.549
C 2.471 0.324 1.349  -0.558
C 0.726 3.537 0.704  -0.558
C -2.373 -1.412 0.631  -0.426
C -0.637 -2.958 -0.150  0.699
C 3.185 2.214 -1.245  -0.533
H 1.752 3.907 0.861  0.215
H -2.591 -4.735 0.627  0.204
H 0.071 4.389 0.930  0.241
H -3.481 -1.422 0.579  0.213
H 3.497 2.362 -0.217  0.219
H -3.547 -3.490 1.421  0.221
H -2.087 -0.912 1.566  0.193
H 2.458 -0.398 2.177  0.241
H 3.027 1.224 1.702  0.223
H -0.588 -5.066 0.420  0.218
H 2.008 3.212 -2.801  0.244
H -0.723 2.436 1.853  0.246
H 0.848 2.554 2.670  0.228
H 1.009 -4.337 0.141  0.239
H 2.445 4.233 -1.440  0.230
H -1.988 -0.802 -0.190  0.250
H 4.191 -0.302 0.216  0.231
H -0.151 -4.687 -1.238  0.248
H -2.007 -4.075 2.181  0.194
H 4.057 2.256 -1.902  0.239
H 2.736 -1.366 0.062  0.256

3.
The following is a quantum chemistry calculation of a 2-piece molecular cluster, C10H26N2O5PS overall, from the OMol25 dataset.

Output
Charge: +1
Molecular weight: 317.368 g/mol
Calculated total energy: -44125.716 eV
E_HOMO: -11.429 eV
ΔE to the lowest compared entry with this formula, charge and spin: 0.000 eV

Each line ends with the natural charge from an NBO analysis.
Cartesian coordinates (Å):
S 1.448 -2.954 -3.247  1.242
P -3.191 1.856 -0.598  2.342
O -3.452 0.598 -1.685  -0.899
O -2.441 3.124 -1.475  -0.905
O -4.543 2.383 -0.157  -0.998
O 1.651 -2.833 -1.769  -1.005
O 3.432 -0.382 1.866  -0.551
N 1.470 -0.061 0.521  -0.475
N -2.076 1.461 0.734  -0.701
C 2.648 0.374 1.264  0.696
C -3.532 2.057 2.824  -0.656
C 3.014 1.944 1.313  -0.721
C -1.078 0.370 0.305  -0.260
C 2.913 -3.754 -3.929  -0.826
C 0.540 -1.784 2.249  -0.663
C 0.357 0.888 0.760  -0.244
C 1.110 -1.479 0.787  -0.263
C 1.766 -1.332 -3.971  -0.827
C -2.755 0.944 1.985  -0.249
H -1.046 0.221 -0.819  0.255
H 2.595 2.472 0.388  0.207
H 2.062 -2.106 0.670  0.281
H 2.855 -3.752 -5.019  0.236
H 1.746 -1.409 -5.059  0.239
H 2.942 -4.784 -3.572  0.249
H 4.132 2.107 1.311  0.272
H -0.120 -2.722 2.152  0.227
H -1.908 0.557 2.660  0.241
H 2.506 2.430 2.218  0.233
H 0.312 1.283 1.844  0.194
H -0.129 -0.980 2.690  0.172
H 3.811 -3.230 -3.599  0.237
H -2.198 3.772 -0.768  0.500
H -3.406 0.021 1.786  0.254
H 1.387 -2.065 2.957  0.257
H 0.580 1.820 0.121  0.224
H -1.433 -0.579 0.808  0.259
H 0.984 -0.647 -3.643  0.225
H -3.136 3.109 2.655  0.225
H -1.548 2.312 1.009  0.467
H -3.575 1.818 3.936  0.261
H -3.221 -0.277 -1.292  0.517
H 0.397 -1.891 -0.009  0.225
H -4.611 2.062 2.437  0.267
H 2.737 -0.960 -3.639  0.236

4.
The following is a quantum chemistry calculation of C18H11Cl2NiO4 as an isolated structure, from the OMol25 dataset.

Output
Charge: -1
Molecular weight: 420.881 g/mol
Calculated total energy: -93117.768 eV
E_HOMO (spin up / spin down): -3.918 / -3.564 eV
ΔE to the lowest compared entry with this formula, charge and spin: 6.709 eV
Multiplicity: 3
Expectation value of S²: 2.102

Each line ends with the Löwdin spin population.
Cartesian coordinates (Å):
Ni 0.940 3.099 -0.768  1.043
Cl 1.787 -2.178 3.135  0.006
Cl -1.291 1.756 3.351  -0.002
O -0.212 2.734 0.913  0.008
O -1.945 0.242 -2.477  0.012
O 0.647 5.132 -0.964  0.011
O 1.664 4.224 -2.690  0.028
C 2.412 -0.797 -0.146  0.003
C 2.160 -0.608 -1.569  0.016
C 0.679 1.246 -1.110  -0.029
C 1.054 5.141 -2.143  0.005
C -0.217 -2.570 1.199  0.060
C -0.611 0.729 2.162  0.002
C -0.486 1.521 0.831  -0.030
C -1.486 -0.737 -1.962  0.015
C 0.065 -1.902 -0.074  0.009
C -2.531 -1.788 1.177  0.046
C -0.379 0.713 -0.367  -0.007
C -2.262 -0.838 0.298  0.300
C -0.910 -0.688 -0.442  0.028
C 1.310 -1.269 0.495  0.003
C -1.606 -2.746 1.563  0.380
C 0.786 -1.524 1.899  0.045
C 0.009 -0.392 2.587  0.007
C 1.400 0.369 -2.043  0.000
H 0.146 -2.595 -0.976  0.000
H -0.190 -0.631 3.575  0.002
H 3.250 -0.291 0.336  0.000
H -3.532 -1.994 1.613  -0.005
H -2.892 -0.082 -0.117  0.012
H 2.723 -1.110 -2.283  0.001
H 1.310 0.414 -3.106  -0.001
H 0.767 6.093 -2.776  0.001
H -1.192 -1.626 -2.576  0.001
H 0.447 -3.461 1.272  0.005
H -1.813 -3.585 2.182  0.026

Please write out number 2 again, unchanged.
The following is a quantum chemistry calculation of C12H21AgN4OS3 as an isolated structure, from the OMol25 dataset.

Output
Charge: 0
Molecular weight: 441.396 g/mol
Calculated total energy: -57296.732 eV
E_HOMO: -7.588 eV

Each line ends with the natural charge from an NBO analysis.
Cartesian coordinates (Å):
Ag 0.161 0.400 -1.470  0.768
S 0.442 3.129 -1.068  0.233
S 2.708 0.439 -1.472  0.197
S 0.690 0.666 1.185  0.169
O -0.055 -2.036 -0.733  -0.695
N -1.837 0.695 -2.185  -0.763
N -5.542 1.836 -0.539  -0.507
N -1.830 -2.749 0.530  -0.429
N -4.208 1.252 -2.501  -0.687
C -2.520 -3.813 1.238  -0.410
C -4.896 1.551 -1.462  0.439
C 0.372 2.427 1.693  -0.520
C -0.044 -4.347 -0.183  -0.710
C 3.095 -0.316 0.130  -0.548
C -2.984 0.953 -2.359  0.597
C 2.138 3.224 -1.711  -0.549
C 2.471 0.324 1.349  -0.558
C 0.726 3.537 0.704  -0.558
C -2.373 -1.412 0.631  -0.426
C -0.637 -2.958 -0.150  0.699
C 3.185 2.214 -1.245  -0.533
H 1.752 3.907 0.861  0.215
H -2.591 -4.735 0.627  0.204
H 0.071 4.389 0.930  0.241
H -3.481 -1.422 0.579  0.213
H 3.497 2.362 -0.217  0.219
H -3.547 -3.490 1.421  0.221
H -2.087 -0.912 1.566  0.193
H 2.458 -0.398 2.177  0.241
H 3.027 1.224 1.702  0.223
H -0.588 -5.066 0.420  0.218
H 2.008 3.212 -2.801  0.244
H -0.723 2.436 1.853  0.246
H 0.848 2.554 2.670  0.228
H 1.009 -4.337 0.141  0.239
H 2.445 4.233 -1.440  0.230
H -1.988 -0.802 -0.190  0.250
H 4.191 -0.302 0.216  0.231
H -0.151 -4.687 -1.238  0.248
H -2.007 -4.075 2.181  0.194
H 4.057 2.256 -1.902  0.239
H 2.736 -1.366 0.062  0.256

- Look up the calculated total energy of the second one.
  -57296.732 eV